C52H99BrI2N2O11 as an isolated structure, computed with the ωB97M-V functional and the def2-TZVPD basis.

Last column: Mulliken charge in e.
Element x y z (Å)
C 5.98 -3.76 5.40  -0.910
C 6.92 -4.77 4.62  -0.588
C 7.84 -4.03 3.53  -0.555
C 7.14 -4.22 2.11  -0.713
C 7.37 -2.97 1.13  -0.632
C 6.03 -2.38 0.52  -0.692
C 5.89 -0.80 0.69  -0.529
C 4.53 -0.38 1.41  -0.567
C 4.05 1.07 1.04  -0.421
C 3.12 1.73 2.15  -0.045
C 2.15 2.83 1.54  -1.084
C 1.23 3.51 2.66  0.005
C 0.20 2.41 3.18  0.020
C -1.32 2.89 3.11  0.198
C -2.25 2.16 4.18  -2.015
C -2.87 0.82 3.62  0.514
C -4.20 0.81 2.95  -0.292
Br -5.18 2.49 2.82  -0.171
C -4.74 -0.46 2.40  1.243
C -6.11 -0.55 1.64  -0.812
C -7.13 -1.61 2.23  -0.368
C -7.96 -2.20 1.02  -0.817
O -7.21 -3.06 0.16  -0.238
C -7.61 -4.43 0.25  -0.670
C -3.90 -1.64 2.59  0.700
C -2.57 -1.68 3.25  0.243
C -2.06 -0.41 3.77  0.132
O -0.77 -0.41 4.38  -0.555
C 0.17 -0.81 3.46  0.462
N 0.83 -1.31 2.67  -0.475
C -1.96 -3.12 3.22  -0.051
O -1.05 -3.58 3.85  -0.521
N -2.77 -3.76 2.22  0.377
C -2.15 -4.15 0.97  -0.285
I -1.89 -6.29 0.68  0.016
C -1.72 -3.30 -0.02  -0.317
C -1.86 -1.75 0.13  0.663
I -0.83 -4.08 -1.83  0.097
C -4.08 -3.14 2.18  -0.243
O -5.04 -3.80 1.91  -0.461
H 6.51 -2.77 5.44  0.264
H 5.76 -4.12 6.44  0.308
H 5.04 -3.59 4.80  0.179
H 7.52 -5.38 5.35  0.377
H 6.25 -5.48 4.05  0.331
H 7.92 -2.95 3.84  0.355
H 8.89 -4.43 3.54  0.296
H 7.55 -5.17 1.67  0.196
H 6.03 -4.35 2.24  0.369
H 8.02 -2.22 1.64  0.465
H 7.99 -3.39 0.27  0.313
H 5.14 -2.92 0.96  0.374
H 6.03 -2.67 -0.58  0.316
H 6.79 -0.44 1.25  0.192
H 5.96 -0.37 -0.36  0.326
H 4.73 -0.50 2.51  0.215
H 3.76 -1.13 1.06  0.302
H 3.44 0.98 0.09  0.281
H 4.96 1.69 0.81  0.056
H 3.84 2.18 2.90  0.159
H 2.53 0.94 2.69  0.156
H 1.55 2.34 0.73  0.346
H 2.81 3.65 1.13  0.311
H 0.62 4.35 2.22  0.294
H 1.88 3.86 3.51  -0.089
H 0.27 1.54 2.46  -0.332
H 0.41 2.13 4.24  0.320
H -1.70 2.60 2.09  0.239
H -1.39 4.02 3.20  -0.031
H -1.59 1.90 5.06  0.454
H -3.06 2.85 4.55  0.601
H -6.59 0.46 1.75  0.317
H -5.92 -0.67 0.53  0.321
H -7.88 -1.02 2.85  0.422
H -6.68 -2.37 2.91  0.279
H -8.27 -1.31 0.39  0.284
H -8.92 -2.66 1.38  0.489
H -6.68 -5.07 0.31  0.161
H -8.19 -4.66 1.19  0.334
H -8.18 -4.80 -0.65  0.239
H -2.94 -1.41 0.12  -0.245
H -1.29 -1.33 0.99  -0.449
H -1.40 -1.29 -0.80  0.182
C -2.90 -3.93 -5.50  -1.128
C -1.73 -3.07 -5.96  0.917
C -1.71 -2.92 -7.47  -1.335
O -0.51 -3.67 -5.52  -0.530
H -2.83 -4.93 -5.92  0.306
H -2.89 -4.04 -4.42  0.148
H -3.85 -3.49 -5.81  0.414
H -1.79 -2.09 -5.49  -0.155
H -1.60 -3.89 -7.96  0.364
H -0.86 -2.31 -7.78  0.190
H -2.63 -2.45 -7.83  0.406
H -0.44 -4.54 -5.93  0.374
C -3.55 0.57 -2.40  -0.818
C -2.39 1.43 -2.86  0.363
C -2.37 1.58 -4.37  -1.143
O -1.16 0.83 -2.43  -0.475
H -3.49 -0.44 -2.83  0.206
H -3.55 0.45 -1.32  0.012
H -4.51 1.01 -2.70  0.469
H -2.45 2.41 -2.39  0.290
H -2.26 0.61 -4.86  0.097
H -1.52 2.19 -4.69  0.328
H -3.29 2.05 -4.73  0.405
H -1.09 -0.04 -2.84  0.273
C -5.33 -8.77 -5.11  -1.393
C -4.30 -7.76 -4.63  0.529
C -4.15 -7.80 -3.12  -1.175
O -4.69 -6.45 -5.03  -0.498
H -6.32 -8.55 -4.69  0.351
H -5.44 -8.72 -6.20  0.342
H -5.06 -9.79 -4.83  0.379
H -3.34 -7.98 -5.10  0.264
H -5.09 -7.54 -2.62  0.298
H -3.41 -7.06 -2.80  0.238
H -3.83 -8.78 -2.77  0.376
H -5.54 -6.26 -4.62  0.317
C 2.29 5.86 6.66  -1.349
C 1.62 6.68 5.56  0.359
C 0.85 7.86 6.13  -1.312
O 0.74 5.84 4.82  -0.319
H 1.54 5.45 7.35  0.337
H 2.83 5.01 6.24  0.320
H 2.99 6.47 7.23  0.412
H 2.38 7.03 4.86  0.270
H 0.06 7.51 6.80  0.346
H 0.37 8.42 5.33  0.266
H 1.51 8.53 6.69  0.417
H 0.06 5.51 5.43  0.256
C 0.30 0.16 -9.08  -1.231
C 0.32 -0.41 -10.49  0.428
C 1.74 -0.59 -11.00  -1.266
O -0.39 0.46 -11.37  -0.553
H 0.78 1.15 -9.06  0.435
H -0.72 0.29 -8.73  0.290
H 0.83 -0.50 -8.39  0.310
H -0.20 -1.37 -10.50  0.256
H 2.26 0.37 -11.04  0.323
H 1.74 -0.99 -12.02  0.328
H 2.31 -1.27 -10.36  0.348
H 0.06 1.32 -11.37  0.350
C -3.61 8.00 1.07  -1.468
C -2.88 7.09 2.04  0.506
C -1.69 7.79 2.67  -1.056
O -2.43 5.92 1.35  -0.430
H -2.96 8.31 0.25  0.361
H -4.46 7.48 0.61  0.330
H -3.99 8.89 1.57  0.390
H -3.57 6.75 2.82  0.280
H -0.97 8.10 1.91  0.305
H -1.16 7.13 3.35  0.126
H -2.01 8.68 3.22  0.424
H -1.82 6.21 0.65  0.276
C 8.60 3.84 1.56  -1.268
C 7.32 4.38 0.94  0.446
C 7.26 5.90 1.01  -1.394
O 6.19 3.83 1.62  -0.377
H 8.66 4.12 2.62  0.338
H 8.62 2.75 1.52  0.286
H 9.48 4.23 1.05  0.383
H 7.25 4.06 -0.10  0.252
H 7.28 6.24 2.05  0.350
H 6.34 6.27 0.57  0.335
H 8.11 6.35 0.48  0.392
H 6.24 4.11 2.54  0.267

The value obtained for the highest occupied orbital energy is -8.66 eV. The electronic energy comes out at -6147.0376 a.u. The charge is 0.

A 13-piece molecular cluster, C53H102F7O42P5S overall, computed with the ωB97M-V functional and the def2-TZVPD basis.

Last column: Mulliken charge in e.
Element x y z (Å)
C 8.19 -0.79 4.22  -1.102
C 6.64 -1.00 4.05  0.042
O 6.24 -1.63 2.79  0.325
P 6.32 -0.78 1.46  -0.273
O 5.66 0.53 1.43  -0.636
O 7.87 -0.73 1.08  -0.300
C 8.49 0.23 0.17  -0.202
C 8.63 -0.43 -1.16  -1.124
O 5.63 -1.86 0.49  0.290
C 5.86 -3.28 0.51  -0.056
C 5.12 -3.75 -0.75  -1.246
H 8.48 -0.19 3.33  0.170
H 8.51 -0.38 5.15  0.465
H 8.63 -1.76 4.04  0.291
H 6.29 -1.61 4.88  0.063
H 6.15 -0.03 4.22  0.189
H 7.91 1.16 0.11  0.252
H 9.43 0.50 0.64  0.362
H 9.28 -1.30 -1.10  0.347
H 7.69 -0.77 -1.55  0.176
H 9.11 0.22 -1.85  0.452
H 6.94 -3.41 0.33  0.260
H 5.61 -3.67 1.43  0.223
H 5.37 -3.04 -1.52  0.319
H 5.51 -4.71 -1.05  0.419
H 4.07 -3.72 -0.59  0.220
C -7.65 -1.84 0.89  -1.009
C -6.37 -1.99 0.10  -0.017
O -5.39 -3.00 0.50  -0.365
P -4.66 -3.00 1.95  0.641
O -4.61 -1.70 2.59  -0.749
O -5.51 -3.93 2.89  -0.373
C -5.71 -5.35 2.81  -0.068
C -5.36 -5.97 4.14  -1.190
O -3.31 -3.87 1.73  0.428
C -2.44 -3.58 0.55  0.358
C -2.49 -4.84 -0.30  -1.498
H -8.13 -0.96 0.41  0.423
H -8.23 -2.78 0.92  0.286
H -7.36 -1.37 1.89  0.149
H -6.57 -2.29 -0.96  0.404
H -5.81 -1.08 0.14  -0.005
H -6.77 -5.45 2.58  0.329
H -5.07 -5.75 2.02  0.159
H -5.46 -7.04 4.04  0.382
H -4.33 -5.77 4.42  0.189
H -6.04 -5.53 4.83  0.398
H -2.77 -2.65 0.10  0.141
H -1.42 -3.34 0.96  -0.058
H -3.47 -4.93 -0.71  0.557
H -1.88 -4.82 -1.24  0.316
H -2.33 -5.74 0.33  0.196
C -1.85 0.24 3.07  -1.257
C -2.06 0.32 1.57  1.368
O -0.94 1.06 0.95  0.276
P -0.25 0.51 -0.35  -0.295
O 0.87 1.44 -0.70  -0.392
O 0.20 -0.93 0.01  -0.097
C 1.57 -1.11 0.64  0.493
C 1.59 -0.74 2.09  -0.368
O -1.51 0.28 -1.37  0.676
C -1.20 -0.21 -2.74  -0.257
C -2.18 -1.24 -3.24  -1.348
H -1.71 1.18 3.49  0.220
H -2.71 -0.38 3.46  0.206
H -1.00 -0.40 3.30  -0.075
H -2.12 -0.66 1.16  -0.500
H -3.02 0.86 1.37  -0.014
H 1.80 -2.17 0.41  0.207
H 2.26 -0.44 0.08  -0.609
H 2.56 -0.88 2.48  0.910
H 1.28 0.33 2.10  -0.208
H 0.89 -1.34 2.71  -0.229
H -1.28 0.64 -3.42  0.082
H -0.19 -0.64 -2.81  0.441
H -1.91 -1.31 -4.32  0.378
H -1.99 -2.22 -2.79  0.171
H -3.22 -1.01 -3.06  0.227
C -1.31 2.82 -7.19  -0.814
C 0.10 2.36 -7.44  -0.337
O 0.57 1.31 -6.58  0.501
P 0.82 -0.19 -6.96  0.224
O -0.47 -0.91 -7.19  -0.870
O 1.66 -0.19 -8.31  -0.278
C 1.34 -1.05 -9.46  -0.391
C 2.58 -1.77 -9.89  -1.369
O 1.72 -0.69 -5.79  -0.255
C 2.91 0.01 -5.21  0.799
C 3.99 0.07 -6.14  -1.503
H -1.99 2.04 -7.56  0.453
H -1.64 2.92 -6.14  -0.213
H -1.42 3.81 -7.66  0.368
H 0.27 2.09 -8.46  0.443
H 0.73 3.23 -7.31  0.249
H 0.58 -1.72 -9.13  0.426
H 0.85 -0.36 -10.16  0.340
H 3.48 -1.32 -9.74  0.356
H 2.50 -2.69 -9.43  0.390
H 2.38 -1.96 -10.92  0.388
H 2.58 1.01 -4.88  -0.253
H 3.19 -0.59 -4.35  0.203
H 3.86 0.70 -7.04  0.246
H 4.85 0.46 -5.69  0.532
H 4.24 -0.92 -6.48  0.370
C -4.91 1.30 -1.97  -0.465
C -5.67 2.56 -1.52  0.294
O -6.48 3.07 -2.68  -0.467
P -6.23 4.54 -3.15  0.469
O -7.14 4.85 -4.22  -0.833
O -6.19 5.42 -1.84  -0.222
C -7.38 5.91 -1.20  -0.284
C -7.05 6.92 -0.10  -1.209
O -4.70 4.61 -3.41  0.373
C -4.07 4.42 -4.75  -0.024
C -3.05 5.58 -4.96  -1.025
H -5.56 0.41 -1.83  0.120
H -4.65 1.54 -2.97  0.434
H -3.95 1.28 -1.48  -0.129
H -6.36 2.40 -0.65  0.161
H -5.00 3.34 -1.23  -0.087
H -7.96 6.47 -1.92  0.300
H -7.86 5.09 -0.77  0.383
H -6.55 7.81 -0.56  0.342
H -7.94 7.20 0.43  0.392
H -6.37 6.45 0.60  0.217
H -3.54 3.44 -4.64  0.053
H -4.85 4.40 -5.51  0.412
H -3.42 6.54 -4.63  0.416
H -2.14 5.44 -4.39  -0.025
H -2.69 5.67 -5.95  0.456
C 2.16 2.79 4.17  -0.907
S 1.24 1.44 5.09  0.874
O 2.03 1.20 6.35  -0.700
C -0.09 2.50 5.55  -0.860
H 1.66 3.07 3.31  0.195
H 3.20 2.49 3.93  0.287
H 2.16 3.68 4.87  0.383
H -0.48 2.89 4.60  0.077
H 0.25 3.40 6.14  0.380
H -0.81 1.98 6.17  0.383
C -2.22 3.71 -0.45  -0.148
C -0.81 4.24 -0.42  2.048
O -0.56 4.30 0.99  -0.295
C -1.59 3.86 1.66  0.331
O -1.56 3.70 2.82  -0.600
O -2.64 3.60 0.89  -0.115
F -0.81 5.47 -1.09  -0.341
H -2.30 2.74 -0.87  -0.505
H -2.99 4.34 -0.93  0.398
H 0.03 3.61 -0.79  -1.120
C 1.58 4.95 -3.01  -0.348
C 1.27 3.59 -3.54  1.411
O 0.97 3.79 -4.87  0.135
C 0.76 5.17 -5.11  0.343
O 0.41 5.72 -6.09  -0.507
O 1.01 5.81 -3.96  -0.414
F 0.10 3.13 -2.98  0.041
H 2.62 5.07 -2.98  0.319
H 1.08 5.11 -2.10  0.177
H 2.08 2.83 -3.36  -0.987
C -1.02 -6.59 3.12  -0.299
C -0.73 -5.18 3.66  0.566
O 0.04 -4.53 2.72  -0.058
C 0.51 -5.49 1.82  0.586
O 1.20 -5.22 0.91  -0.498
O 0.00 -6.71 2.07  -0.435
F 0.00 -5.34 4.87  -0.377
H -2.08 -6.63 2.79  0.077
H -0.85 -7.35 3.86  0.418
H -1.60 -4.54 3.95  -0.021
C -5.72 1.50 3.32  0.236
C -7.00 1.76 4.13  0.340
O -7.71 2.80 3.48  -0.367
C -6.91 3.42 2.60  0.478
O -7.18 4.40 2.02  -0.468
O -5.77 2.67 2.44  -0.128
F -6.67 2.20 5.38  -0.327
H -5.75 0.60 2.74  -0.177
H -4.87 1.70 3.96  0.071
H -7.66 0.88 4.27  0.305
C 4.32 2.58 -0.71  0.645
C 4.71 1.28 -1.43  1.966
O 5.63 1.67 -2.38  -0.458
C 5.45 3.06 -2.73  0.624
O 5.97 3.62 -3.68  -0.545
O 4.75 3.57 -1.69  -0.461
F 3.58 0.86 -2.12  -0.126
H 4.90 2.82 0.19  0.128
H 3.23 2.78 -0.58  -0.174
H 5.07 0.48 -0.76  -1.470
C 3.63 -5.94 5.83  -0.292
C 3.47 -5.94 4.26  0.370
O 4.71 -5.87 3.75  -0.326
C 5.62 -5.46 4.76  0.548
O 6.76 -5.16 4.45  -0.549
O 5.03 -5.58 6.00  -0.328
F 2.70 -4.96 3.70  -0.155
H 3.60 -6.95 6.18  0.359
H 3.00 -5.30 6.45  0.177
H 3.17 -6.98 4.04  0.227
C 4.18 -1.14 7.83  -0.280
C 3.23 -1.85 6.83  0.538
O 2.95 -3.08 7.42  -0.333
C 3.87 -3.35 8.40  0.594
O 4.01 -4.36 9.01  -0.507
O 4.62 -2.25 8.71  -0.382
F 3.87 -2.07 5.61  -0.245
H 3.64 -0.47 8.50  0.259
H 5.06 -0.73 7.33  0.250
H 2.28 -1.33 6.71  0.076

The value obtained for the highest occupied orbital energy is -9.31 eV. The electronic energy comes out at -8045.3485 a.u. The charge is 0.

Number 1: Kohn-Sham gap 0.2888 Ha. Number 2: Kohn-Sham gap 0.3458 Ha.